No. 1
Molecular formula: C43H41Cl5FN5Y
Method: DFT, ωB97M-V/def2-TZVPD

## Properties
Kohn-Sham gap: 7.22 eV
Lowest unoccupied orbital energy: -2.5 eV
HOMO energy: -9.762 eV
Total charge: +1
Calculated total energy: -119079.3306 eV
Maximum force: 1.6 eV Å⁻¹

Atoms and positions in Å:
1 Y -0.001 0.702 -0.614
2 Cl -1.284 3.432 -5.913
3 Cl -3.217 5.601 -1.363
4 Cl -2.801 5.734 -4.462
5 Cl -0.189 1.023 -4.312
6 Cl -2.079 3.180 0.238
7 F 0.656 2.530 0.954
8 N -1.840 -0.640 -1.933
9 N 1.283 -1.334 -1.602
10 N -0.421 0.067 1.516
11 N 1.990 1.317 -2.166
12 N 2.515 0.491 0.381
13 C -0.171 -2.221 2.437
14 C -2.305 4.392 -2.176
15 C -0.227 0.991 2.541
16 C 0.250 2.993 4.528
17 C -2.379 -1.413 1.781
18 C 2.156 -3.268 2.456
19 C 1.301 -2.032 2.791
20 C 2.195 -1.735 -0.512
21 C -0.330 1.774 4.854
22 C -2.133 4.442 -3.557
23 C 4.235 1.958 -3.640
24 C -2.904 -2.658 2.128
25 C -1.724 3.339 -1.480
26 C -0.563 0.802 3.891
27 C -1.776 -1.616 -2.846
28 C -3.909 -1.005 -3.761
29 C 0.400 -2.522 -1.773
30 C 3.273 1.413 0.977
31 C -3.982 0.006 -2.815
32 C -2.940 0.138 -1.930
33 C -0.991 -1.197 1.903
34 C -4.575 -0.814 0.636
35 C -2.801 -1.827 -3.763
36 C 2.657 0.367 -2.818
37 C 3.794 0.648 -3.557
38 C 1.499 -1.740 4.287
39 C -0.969 2.327 -2.049
40 C -2.100 -3.676 2.607
41 C -1.441 3.414 -4.200
42 C 2.417 2.582 -2.248
43 C 2.066 -1.025 -2.811
44 C -3.778 0.512 2.604
45 C 3.089 -0.671 0.049
46 C 0.581 3.228 3.201
47 C 0.335 2.239 2.285
48 C -0.899 2.383 -3.436
49 C -0.574 -2.520 -2.925
50 C 4.614 1.218 1.268
51 C 5.201 0.019 0.915
52 C 4.422 -0.943 0.291
53 C 3.529 2.951 -2.977
54 C -0.747 -3.448 2.763
55 C -3.338 -0.305 1.384
56 H 2.818 -2.572 -0.843
57 H 5.175 2.002 1.756
58 H 1.883 -3.747 1.513
59 H -0.946 -3.544 -2.999
60 H 1.129 -0.760 4.577
61 H 5.119 2.203 -4.215
62 H -0.124 -4.233 3.176
63 H -0.613 1.570 5.881
64 H 4.320 -0.152 -4.065
65 H -2.941 1.014 3.089
66 H 3.215 -2.997 2.420
67 H -4.328 -1.538 -0.145
68 H -5.107 0.025 0.178
69 H -2.979 0.918 -1.182
70 H 6.248 -0.169 1.119
71 H -4.504 1.273 2.308
72 H 2.790 2.346 1.228
73 H -0.073 -2.344 -3.879
74 H -4.256 -0.142 3.338
75 H -1.027 -0.135 4.176
76 H 1.567 -2.093 0.300
77 H 1.416 -1.085 -3.680
78 H 2.055 -4.028 3.235
79 H 1.837 3.323 -1.709
80 H 4.840 -1.899 -0.003
81 H 2.562 -1.784 4.536
82 H 0.428 3.752 5.279
83 H -2.795 0.382 0.739
84 H -2.529 -4.634 2.874
85 H 1.668 -1.166 2.239
86 H -0.147 -2.640 -0.833
87 H 0.985 -2.496 4.888
88 H -3.968 -2.831 2.040
89 H 2.855 -1.773 -2.947
90 H -5.279 -1.292 1.321
91 H -4.707 -1.153 -4.479
92 H 1.035 -3.408 -1.880
93 H 3.834 3.988 -3.016
94 H -4.829 0.677 -2.755
95 H -2.706 -2.633 -4.481
96 H 1.011 4.168 2.872

---

No. 2
Molecular formula: C43H41N5P2SSbSe4Ti
Method: DFT, ωB97M-V/def2-TZVPD

## Properties
⟨S²⟩: 0.797
Kohn-Sham gap (spin up / spin down): 5.10 / 5.97 eV
Lowest unoccupied orbital energy (spin up / spin down): 3.9 / 3.9 eV
HOMO energy (spin up / spin down): -1.158 / -2.027 eV
Total charge: -2
Calculated total energy: -373162.1208 eV
Multiplicity: 2
Maximum force: 0.7 eV Å⁻¹

Atoms and positions in Å:
1 Sb -0.199 2.930 -3.899
2 Se -0.941 2.407 -6.153
3 Se 1.939 1.769 -3.276
4 Se -0.091 5.260 -3.225
5 Se -1.753 1.768 -2.281
6 Ti 0.264 0.422 -1.833
7 S 2.241 -2.276 -2.415
8 P 0.996 -1.073 0.354
9 P -1.040 0.626 1.037
10 N -2.224 -2.221 -0.454
11 N 0.139 -0.898 -3.551
12 N 0.273 -0.234 1.709
13 N -0.585 -1.313 -2.432
14 N 2.019 -1.190 -4.792
15 C 2.801 -1.108 0.732
16 C 1.429 -0.559 -5.962
17 C -1.353 4.883 2.861
18 C 0.887 -1.579 -6.947
19 C 3.216 3.427 2.008
20 C 3.644 -0.199 0.091
21 C -2.520 -0.009 1.911
22 C 1.107 1.723 -0.349
23 C 1.392 -1.438 -3.640
24 C 0.356 -3.105 2.178
25 C -1.256 3.785 3.707
26 C -1.227 3.416 0.954
27 C 5.004 -0.195 0.355
28 C -2.401 -1.272 -4.094
29 C 4.733 -2.043 1.855
30 C -1.914 -1.493 -2.693
31 C 3.786 5.761 2.110
32 C -4.158 -2.202 -1.881
33 C -4.804 -0.922 3.227
34 C 3.895 4.471 2.615
35 C 3.001 5.996 0.989
36 C -4.299 -3.124 0.332
37 C -3.548 -1.276 3.694
38 C 5.555 -1.109 1.244
39 C -0.197 -5.387 1.674
40 C -4.916 -0.124 2.094
41 C -2.412 -0.823 3.033
42 C -2.956 -2.800 0.479
43 C -3.785 0.330 1.439
44 C 2.321 4.959 0.370
45 C 1.699 2.603 0.250
46 C 3.369 -2.042 1.592
47 C 0.518 -2.808 0.824
48 C -1.150 2.510 3.172
49 C 2.420 3.660 0.882
50 C -1.354 4.690 1.488
51 C -1.100 2.311 1.794
52 C 0.279 -3.821 -0.100
53 C -0.074 -5.093 0.323
54 C -4.900 -2.779 -0.882
55 C 1.028 0.213 2.872
56 C 0.016 -4.383 2.606
57 C -2.772 -1.959 -1.666
58 H 0.492 -2.329 2.920
59 H -2.437 -3.022 1.405
60 H 0.452 0.091 3.794
61 H 1.708 5.123 -0.510
62 H 2.916 6.998 0.587
63 H 0.107 -2.178 -6.475
64 H -0.091 -4.584 3.666
65 H -5.895 0.132 1.708
66 H 1.308 1.267 2.773
67 H 0.450 -1.071 -7.809
68 H 6.619 -1.103 1.444
69 H -1.429 -1.128 3.368
70 H 4.508 4.278 3.487
71 H -1.438 5.531 0.810
72 H 1.665 -2.257 -7.307
73 H -3.446 -1.913 4.566
74 H 3.294 2.416 2.389
75 H -1.122 1.662 3.848
76 H 4.313 6.579 2.586
77 H 0.643 0.114 -5.631
78 H 5.147 -2.780 2.531
79 H -1.888 -0.427 -4.551
80 H -0.269 -5.859 -0.417
81 H 0.358 -3.590 -1.152
82 H 1.941 -0.373 2.972
83 H -5.956 -2.969 -1.049
84 H -0.475 -6.382 1.997
85 H -2.198 -2.151 -4.719
86 H 2.750 -2.794 2.065
87 H 5.633 0.526 -0.151
88 H -3.878 0.941 0.546
89 H -1.273 3.917 4.783
90 H 2.945 -1.585 -4.842
91 H 2.192 0.079 -6.413
92 H 3.240 0.510 -0.620
93 H -5.694 -1.279 3.730
94 H -3.472 -1.071 -4.134
95 H -4.843 -3.593 1.140
96 H -1.437 5.881 3.272
97 H -4.628 -1.949 -2.821
98 H -1.209 3.277 -0.119

---

No. 3
Molecular formula: C43H42CeN6O7PS2
Method: DFT, ωB97M-V/def2-TZVPD

## Properties
⟨S²⟩: 0.751
Kohn-Sham gap (spin up / spin down): 7.19 / 7.19 eV
Lowest unoccupied orbital energy (spin up / spin down): -0.8 / -0.8 eV
HOMO energy (spin up / spin down): -8.001 / -8.000 eV
Calculated total energy: -112431.9637 eV
Multiplicity: 2
Maximum force: 7.1 eV Å⁻¹

Atoms and positions in Å:
1 Ce 0.561 -1.297 -0.710
2 S 3.009 -2.666 1.168
3 S -1.859 -2.832 -1.275
4 P 1.213 2.954 3.009
5 O -1.519 1.618 0.707
6 O 0.826 -1.619 -3.066
7 O 3.922 -2.122 2.120
8 O 0.422 0.569 0.367
9 O -6.550 -2.433 -0.509
10 O 3.056 -2.174 -0.256
11 O 1.762 0.418 -2.114
12 N 1.467 -2.222 1.402
13 N -3.316 -0.943 -2.527
14 N 2.026 0.183 -3.406
15 N -4.326 -2.238 -0.830
16 N 1.539 -0.972 -3.918
17 N -0.432 -3.048 2.412
18 C -3.999 -0.179 -4.820
19 C -0.878 6.233 4.645
20 C -4.829 0.764 -0.449
21 C -2.253 4.255 4.660
22 C 4.011 1.719 -6.032
23 C -7.100 1.541 -1.985
24 C -5.780 -0.205 -0.921
25 C -6.123 2.451 -1.645
26 C 3.059 2.292 -3.495
27 C -5.620 -1.669 -0.787
28 C 0.798 -2.580 2.556
29 C 2.722 3.881 2.711
30 C -2.050 5.635 4.927
31 C -1.265 3.573 4.013
32 C 1.521 -2.703 3.801
33 C 3.888 5.588 1.365
34 C 2.709 5.119 2.006
35 C 2.131 -5.377 0.783
36 C 3.710 -7.161 1.165
37 C 4.476 -4.888 1.437
38 C -5.061 2.078 -0.814
39 C -3.238 -1.886 -1.529
40 C 3.907 3.115 2.771
41 C 3.233 0.759 -5.415
42 C 2.723 1.078 -4.116
43 C 5.128 4.929 1.628
44 C -0.272 1.608 0.737
45 C 0.531 2.875 1.253
46 C 4.755 -6.272 1.460
47 C 3.215 -4.458 1.101
48 C -5.143 0.058 -5.765
49 C -1.055 -3.574 3.475
50 C 5.109 3.730 2.361
51 C 3.984 -8.666 1.291
52 C -4.214 -1.246 -3.723
53 C 0.149 5.480 4.112
54 C 3.695 3.251 -4.193
55 C -0.462 -3.683 4.715
56 C 0.902 -3.247 4.857
57 C 0.007 4.116 3.752
58 C 4.215 2.951 -5.455
59 C 2.375 -6.740 1.005
60 C -6.936 0.253 -1.556
61 H 4.934 -8.795 0.824
62 H 3.129 -0.235 -5.813
63 H 1.170 5.922 4.043
64 H -3.163 3.772 4.965
65 H -4.224 -3.144 -0.402
66 H -4.081 0.541 0.283
67 H -2.120 -3.823 3.373
68 H -4.087 -2.261 -4.108
69 H 3.277 -9.322 0.713
70 H -3.133 -0.532 -5.392
71 H 2.510 -2.251 3.797
72 H -0.766 7.342 4.785
73 H -4.482 2.854 -0.349
74 H 3.943 -9.102 2.270
75 H 3.875 6.561 0.833
76 H 2.606 2.463 -2.535
77 H -2.896 6.202 5.384
78 H 1.305 3.129 0.543
79 H -8.036 1.757 -2.556
80 H 4.815 3.680 -5.947
81 H 4.319 1.547 -7.056
82 H 3.880 4.248 -3.799
83 H 1.139 -5.017 0.540
84 H 6.058 5.203 1.133
85 H 5.306 -4.189 1.594
86 H -6.227 3.476 -1.865
87 H -5.215 -1.225 -3.329
88 H 5.744 -6.629 1.604
89 H 1.450 -3.367 5.809
90 H -5.426 -0.873 -6.272
91 H -1.018 -4.109 5.598
92 H -1.433 2.531 3.762
93 H 6.051 3.273 2.694
94 H -7.718 -0.497 -1.653
95 H -3.703 0.729 -4.307
96 H -2.329 -0.798 -2.926
97 H -6.064 0.350 -5.210
98 H -0.235 3.706 1.185
99 H 1.718 5.553 1.720
100 H -4.795 0.826 -6.501
101 H 1.583 -7.501 1.001
102 H 3.863 2.034 3.100

---

No. 4
Molecular formula: C43H42Cl2F6MoN7O3PS2Te
Method: DFT, ωB97M-V/def2-TZVPD

## Properties
⟨S²⟩: 3.804
Kohn-Sham gap (spin up / spin down): 6.45 / 5.98 eV
Lowest unoccupied orbital energy (spin up / spin down): 2.3 / 0.5 eV
HOMO energy (spin up / spin down): -4.120 / -5.516 eV
Total charge: -1
Calculated total energy: -143314.5446 eV
Multiplicity: 4
Maximum force: 0.8 eV Å⁻¹

Atoms and positions in Å:
1 Te 1.336 -1.196 -2.627
2 Mo 0.147 -0.697 -0.026
3 Cl -2.693 -1.517 -2.662
4 Cl 0.389 -4.900 0.209
5 S -1.223 -0.945 3.209
6 S 2.228 -2.001 0.415
7 P -0.170 4.472 -1.834
8 F -0.296 6.060 -2.083
9 F -0.370 4.187 -3.408
10 F -1.763 4.365 -1.585
11 F 1.442 4.553 -2.045
12 F 0.056 4.743 -0.239
13 F -0.030 2.866 -1.569
14 O -1.547 0.514 -0.285
15 O -2.557 -0.542 2.823
16 O -0.791 -0.585 4.539
17 N 3.898 0.143 0.250
18 N 4.790 -2.046 0.026
19 N -0.134 -0.474 2.123
20 N 1.022 1.056 1.027
21 N -3.487 1.350 0.568
22 N -0.735 -2.206 -0.557
23 N -3.915 2.467 1.274
24 C 1.538 2.683 3.141
25 C 0.698 -0.229 -4.396
26 C 1.682 2.194 0.824
27 C -0.155 -2.452 -5.304
28 C -4.414 0.397 0.076
29 C -2.150 -4.778 2.418
30 C -2.197 -3.395 2.470
31 C -1.691 2.598 1.005
32 C -1.681 -5.683 -1.323
33 C -5.088 -1.875 -0.226
34 C -4.877 2.200 2.340
35 C 6.225 -0.154 -0.118
36 C 3.772 -1.185 0.217
37 C 5.235 2.153 0.088
38 C -2.144 1.399 0.382
39 C -0.643 1.768 -7.953
40 C -6.255 -1.448 -0.842
41 C -4.161 -0.956 0.238
42 C -5.565 0.839 -0.563
43 C -1.154 -2.702 3.062
44 C 0.537 1.759 -5.730
45 C -2.358 -3.115 -2.069
46 C -2.776 3.190 1.552
47 C 1.934 3.064 1.862
48 C -0.139 1.066 -6.721
49 C 5.118 0.658 0.076
50 C -6.491 -0.090 -1.013
51 C -2.842 4.443 2.351
52 C -3.058 -4.185 -2.588
53 C 0.591 0.701 2.250
54 C -1.319 -3.268 -1.110
55 C -0.071 -3.377 3.605
56 C -2.740 -5.481 -2.201
57 C 1.763 1.905 -3.552
58 C -0.038 -4.759 3.549
59 C 5.991 -1.518 -0.127
60 C -0.345 -0.299 -6.553
61 C -0.998 -6.971 2.822
62 C -1.071 -5.476 2.951
63 C 0.070 -0.968 -5.408
64 C 0.874 1.494 3.367
65 C -0.981 -4.611 -0.809
66 C 0.975 1.131 -4.568
67 H -0.246 2.781 -8.018
68 H 0.735 -2.819 4.064
69 H 4.800 2.569 -0.824
70 H -2.957 -5.323 1.941
71 H -3.687 5.061 2.046
72 H -0.269 -7.395 3.513
73 H -1.966 -7.435 3.015
74 H 2.795 1.541 -3.508
75 H -5.716 1.901 -0.710
76 H -2.936 4.225 3.417
77 H 1.741 3.337 3.982
78 H -0.466 -2.858 -6.268
79 H -3.044 -2.853 2.074
80 H -4.883 -2.934 -0.118
81 H -5.145 3.153 2.790
82 H -4.447 1.533 3.092
83 H -0.845 -0.863 -7.334
84 H -6.974 -2.172 -1.202
85 H 0.754 -2.973 -4.993
86 H 1.324 1.809 -2.559
87 H -7.389 0.249 -1.513
88 H 0.724 2.820 -5.847
89 H -3.237 -1.264 0.704
90 H 0.546 1.196 4.348
91 H 6.808 -2.220 -0.274
92 H 7.216 0.256 -0.252
93 H -1.733 1.839 -7.941
94 H 0.811 -5.291 3.961
95 H -1.376 -6.682 -1.040
96 H -0.695 -7.242 1.808
97 H -0.700 3.004 0.938
98 H 6.276 2.468 0.149
99 H -1.925 5.007 2.192
100 H -3.287 -6.323 -2.602
101 H 2.416 4.011 1.669
102 H 4.678 2.562 0.927
103 H -5.773 1.749 1.922
104 H 1.782 2.967 -3.791
105 H -3.840 -3.992 -3.310
106 H 1.955 2.416 -0.198
107 H -0.360 1.231 -8.860
108 H -0.928 -2.692 -4.575

---

The energy relative to the best compared isomer or geometry (same formula, charge and spin) results, record by record, are as follows: 57.4 175.2 0.0 0.0 kJ/mol.